Record 1
# C4H13N2O

A 2-piece molecular cluster, C4H13N2O overall (ωB97M-V with the def2-TZVPD basis set, OMol25).

HOMO-LUMO gap   11.1 eV
Net charge   +1
HOMO   -0.5350 Eh
Calculated total energy   -9379.9170 eV

```
20
Properties=species:S:1:pos:R:3:forces:R:3
C 0.164 -0.153 2.774 0.570 -1.334 1.587
C -0.289 -0.846 1.520 -0.375 0.955 -2.600
C -1.227 0.104 0.667 0.874 -1.370 0.658
N -0.502 0.482 -0.564 -1.746 0.534 0.587
C -0.897 0.137 -1.759 1.776 0.367 0.402
N -0.277 0.636 -2.810 -0.375 -0.792 -1.430
H 0.641 0.829 2.787 -0.270 0.143 -1.024
H -0.657 -0.092 3.490 -0.044 0.011 0.008
H 0.934 -0.772 3.249 -0.219 -0.061 0.131
H 0.490 -1.135 0.805 0.696 0.637 0.359
H -0.724 -1.838 1.530 -0.649 -0.032 1.349
H -2.165 -0.366 0.383 0.008 -0.030 -0.088
H -1.455 0.960 1.293 -0.041 0.398 -0.417
H 0.135 1.257 -0.450 0.120 -0.040 -0.206
H -1.624 -0.654 -1.851 -0.432 0.220 -0.153
H -0.391 0.176 -3.706 -0.512 0.065 0.157
H 0.677 0.959 -2.753 0.055 0.284 0.562
H 2.987 -0.198 -1.943 0.360 -0.087 -0.063
H 2.084 0.657 -1.067 0.482 0.107 0.353
O 2.097 -0.141 -1.594 -0.278 0.026 -0.172
```
Positions in Å, forces in eV/Å.

---

Record 2
# C5H9NO

One molecule with the formula C5H9NO (ωB97M-V with the def2-TZVPD basis set, OMol25).

HOMO-LUMO gap   10.7 eV
HOMO   -0.3528 Eh
Calculated total energy   -8867.2370 eV

```
16
Properties=species:S:1:pos:R:3:forces:R:3
C -1.303 -0.159 1.216 0.031 0.040 0.001
C -1.255 0.092 -0.272 -0.111 -0.228 0.075
N -0.868 1.428 -0.734 -0.112 0.214 -0.124
C 0.030 0.297 -0.977 0.149 -0.183 -0.077
C 1.340 0.317 -0.227 -0.078 0.004 -0.032
C 1.845 -1.055 0.147 -0.157 -0.259 -0.057
O 1.202 -2.074 0.052 0.337 0.472 0.016
H -0.694 0.583 1.741 -0.116 -0.132 -0.038
H -2.323 -0.088 1.607 0.147 0.002 -0.098
H -0.910 -1.160 1.430 -0.134 0.166 0.017
H -2.028 -0.416 -0.849 0.161 0.066 0.083
H -1.366 1.681 -1.583 0.061 -0.032 0.136
H 0.093 -0.098 -1.992 -0.024 0.098 0.179
H 1.228 0.896 0.700 0.075 -0.101 -0.131
H 2.124 0.835 -0.798 -0.088 -0.089 0.059
H 2.886 -1.079 0.539 -0.142 -0.037 -0.010
```
Positions in Å, forces in eV/Å.

---

F_max in eV/Å, matching the order above: 2.80; 0.58
ΔE to the lowest compared entry with this formula, charge and spin in kcal/mol, matching the order above: 38.4; 45.6